This record from OMol25 describes a structure of composition C49H41ClEuN6O3P at a distorted geometry. The level of theory is the ωB97M-V functional and the def2-TZVPD basis.

```
102
C49H41ClEuN6O3P, DFT the ωB97M-V functional and the def2-TZVPD basis
Eu 0.58 -0.38 -1.37
O 0.70 -2.52 -0.76
C 0.12 -3.59 -1.21
C 0.81 -4.82 -1.17
C 0.25 -5.98 -1.67
C -1.04 -5.97 -2.21
C -1.74 -4.78 -2.23
C -1.20 -3.59 -1.74
C -2.03 -2.40 -1.77
N -1.62 -1.24 -1.43
N -2.57 -0.24 -1.40
C -2.09 0.97 -1.64
O -0.91 1.27 -2.00
C -3.12 2.05 -1.52
C -2.93 3.24 -2.22
C -3.88 4.24 -2.17
C -5.02 4.08 -1.39
C -5.21 2.91 -0.67
C -4.26 1.89 -0.74
H 1.80 -4.82 -0.75
H 0.81 -6.91 -1.63
H -1.47 -6.88 -2.62
H -2.74 -4.76 -2.65
H -3.07 -2.53 -2.08
H -2.03 3.34 -2.81
H -3.74 5.16 -2.73
H -5.77 4.87 -1.35
H -6.09 2.78 -0.06
H -4.40 0.96 -0.21
C 5.81 2.63 -0.49
C 4.62 2.43 0.19
C 3.52 1.89 -0.45
C 3.58 1.52 -1.81
C 4.78 1.76 -2.50
C 5.88 2.29 -1.84
N 2.46 0.95 -2.41
N 2.57 0.87 -3.72
C 1.56 0.22 -4.40
C 1.47 0.52 -5.77
C 0.55 -0.14 -6.57
C -0.29 -1.09 -6.00
C -0.21 -1.36 -4.64
C 0.72 -0.76 -3.78
H 6.67 3.05 0.01
H 4.54 2.71 1.24
H 2.59 1.75 0.08
H 4.84 1.50 -3.55
H 6.80 2.45 -2.39
H 2.10 1.30 -6.18
H 0.47 0.10 -7.62
H -0.99 -1.64 -6.62
H -0.90 -2.10 -4.23
Cl 3.27 -1.34 -0.32
C 3.20 -2.31 1.11
C 4.32 -3.04 1.48
C 4.31 -3.75 2.67
C 3.19 -3.72 3.49
C 2.08 -3.00 3.11
C 2.06 -2.29 1.91
P 0.60 -1.28 1.41
C -0.83 -2.39 1.67
C -0.75 -3.77 1.83
C -1.90 -4.53 1.93
C -3.15 -3.93 1.86
C -3.24 -2.55 1.69
C -2.08 -1.79 1.60
C 0.52 -0.29 2.98
C -0.49 -0.35 3.94
C -0.48 0.51 5.04
C 0.54 1.44 5.19
C 1.55 1.51 4.24
C 1.54 0.66 3.15
H 5.20 -3.04 0.84
H 5.19 -4.31 2.96
H 3.20 -4.25 4.43
H 1.20 -2.97 3.75
H 0.22 -4.26 1.86
H -1.83 -5.61 2.05
H -4.05 -4.53 1.92
H -4.21 -2.08 1.61
H -2.15 -0.72 1.44
H -1.28 -1.07 3.84
H -1.26 0.44 5.78
H 0.55 2.10 6.05
H 2.36 2.23 4.35
H 2.33 0.71 2.41
N 0.33 1.48 0.35
C -0.10 2.44 0.82
N -0.55 3.52 1.41
C -1.06 3.49 2.78
C -2.44 4.14 2.80
O -2.40 5.44 2.23
C -1.99 5.39 0.87
C -0.58 4.82 0.75
H -0.38 4.05 3.43
H -1.12 2.46 3.13
H -2.77 4.27 3.83
H -3.16 3.51 2.26
H -2.01 6.41 0.50
H -2.68 4.78 0.29
H 0.13 5.49 1.26
H -0.28 4.71 -0.29
```

The spin multiplicity is 8. As for the net charge: -1. For the HOMO energy (spin up / spin down), the calculation gives -2.229 / -4.081 eV. The relative energy (zero: lowest compared OMol25 entry of this formula, charge and spin) comes out at 0.0 kcal per mole. As for the total energy: -3958.00107 Ha. The lowest unoccupied orbital energy (spin up / spin down) is 2.2 / 2.2 eV.